[1]
Density functional theory data (ωB97M-V/def2-TZVPD) for one molecule with the formula CH5ClN2 in a non-equilibrium geometry.

Summary:
E in eV: -16619.99048
HOMO in eV: -9.48
Spin multiplicity: 1
Total charge: 0
SMILES: NC(N)Cl

Element x y z (Å)
N (0.00163, -1.10693, 0.30853)
H (-0.68915, 0.44747, 1.58033)
C (-0.59006, 0.12812, 0.49313)
H (0.27577, -1.23687, -0.74085)
H (0.60520, 1.92984, 0.62073)
Cl (-1.95023, 0.49236, -0.50980)
N (0.44245, 1.21418, -0.03604)
H (1.29396, 0.64182, -0.19719)
H (-0.47723, -1.83913, 0.70483)

[2]
Density functional theory data (ωB97M-V/def2-TZVPD) for C37H42Br4N4O3Si2Y as an isolated structure.

Summary:
E in eV: -348135.29126
HOMO in eV: -4.45
Spin multiplicity: 1
Total charge: -1

Element x y z (Å)
H (-4.34866, 1.51901, 1.50294)
H (2.44341, -2.27015, -3.97088)
H (2.61274, 2.88480, -2.29610)
N (0.98023, 0.96029, 2.43698)
H (1.97539, 1.14759, 2.53033)
H (-0.48514, -2.89397, 1.26478)
C (-1.89791, -1.88357, 2.35041)
H (1.24247, -4.20988, 1.33671)
H (0.92249, 0.15520, 4.35664)
H (-1.61774, -2.15515, 0.34220)
C (1.01042, -4.83613, 0.47510)
Br (2.37099, -4.21954, 4.16147)
H (0.06825, 5.42133, 2.33035)
C (3.80089, 0.19601, -3.65252)
H (-0.14316, 0.89543, -3.74763)
H (-3.83004, 2.23945, -4.96570)
C (-1.14139, -1.29729, 3.53567)
C (1.86066, -4.88407, -1.88918)
H (-1.51333, 0.65887, 2.64763)
N (1.65351, -0.78879, -1.77558)
C (-4.29599, 0.62715, 0.88574)
H (4.53322, -0.16450, -2.92730)
C (-0.81424, 3.80944, 1.22480)
Si (-1.82534, 1.67001, -0.34732)
H (3.75644, -0.51806, -4.47580)
H (-1.71829, 0.61002, 4.37878)
C (-2.05769, 3.41863, -4.70640)
N (-1.03194, -2.04180, 1.16472)
H (1.07416, 1.65227, -4.77742)
H (-2.11261, 6.47296, 2.86286)
C (-2.99840, 2.00844, -3.00086)
Br (5.68929, -4.46723, 4.50732)
H (-5.92445, -2.31811, 0.48382)
C (5.75278, -2.26875, 2.68054)
H (-2.33471, -2.84935, 2.62845)
H (1.92537, -5.96158, -1.83621)
Y (1.04925, -0.69957, 0.48451)
C (1.73024, -2.10950, -1.92780)
N (1.34457, -2.82022, -0.82399)
H (1.42111, 2.20118, -1.17323)
C (2.21732, -4.18466, -3.04622)
H (-0.06478, -5.04034, 0.46315)
H (-3.77685, 1.31984, -2.69521)
C (-3.18943, 3.83385, 1.03192)
C (-3.27375, 0.48975, -0.05042)
H (0.83295, -0.09676, -4.83640)
H (0.15087, 3.37958, 0.97866)
O (1.66251, -2.02646, 2.20349)
C (5.17141, -1.29796, 1.84781)
C (-5.24819, -0.36860, 1.07459)
H (0.55293, 1.72273, 1.91989)
O (3.20482, -0.30697, 0.93404)
C (-3.03555, 2.53025, -4.28902)
C (0.31761, 0.82187, 3.73861)
C (2.95145, -2.12421, 2.39642)
Si (2.13272, 0.48796, -2.81796)
C (-1.04816, 3.78832, -3.82738)
H (-4.19943, 5.45904, 1.99757)
Br (7.63648, -2.35946, 2.84046)
H (-4.11465, -2.61565, -1.18581)
H (-0.22121, 3.56251, -1.87778)
C (1.42770, -4.15512, -0.79711)
H (-0.13010, -1.71199, 3.53458)
C (-3.24272, 4.99606, 1.78801)
H (0.26195, 1.78875, 4.25294)
H (-0.27998, 4.48357, -4.14284)
H (-1.61792, -1.65281, 4.45297)
C (3.79387, -1.19169, 1.69560)
C (-1.02033, 3.26218, -2.54629)
H (-2.72619, -1.23197, 2.06862)
H (-4.11765, 3.42174, 0.64742)
C (-1.08548, 0.24263, 3.56661)
O (-0.45663, 0.89850, -0.11991)
C (4.94277, -3.14841, 3.37309)
H (-2.43785, -0.85116, -1.51264)
C (2.15885, -2.81720, -3.08398)
C (-0.85356, 4.97559, 1.97765)
C (-2.07327, 5.56786, 2.27013)
H (2.55300, -4.72893, -3.92216)
H (1.52197, -5.79103, 0.59173)
C (2.34035, 1.99493, -1.72403)
C (0.85579, 0.77072, -4.17055)
H (-6.02893, -0.23334, 1.81314)
Br (6.21300, -0.05564, 0.87271)
H (3.13648, 1.79092, -1.00118)
C (3.54878, -3.06452, 3.22582)
C (-1.97754, 3.20233, 0.74668)
C (-3.23446, -0.70063, -0.78939)
H (-2.08156, 3.82366, -5.71037)
H (4.17238, 1.14050, -4.05960)
C (-1.98488, 2.35038, -2.10550)
C (-5.18940, -1.53744, 0.33230)
C (-4.17442, -1.70395, -0.60364)

[3]
Density functional theory data (ωB97M-V/def2-TZVPD) for C42H42O3P2Sn as an isolated structure in a non-equilibrium geometry.

Summary:
E in eV: -74783.54566
HOMO in eV: -8.04
Spin multiplicity: 1
Total charge: 0

Element x y z (Å)
C (-4.02883, -7.68030, -1.13754)
C (-3.71630, -5.29883, -4.09172)
H (0.65183, -3.78934, -0.18159)
C (-1.37181, -7.11768, 3.55688)
C (-2.88780, -4.58535, -1.90809)
H (4.23720, -2.13820, -0.37684)
C (-2.36090, -7.46269, 2.63057)
H (-7.33343, -11.97003, 3.59488)
C (-2.89576, -5.55485, 4.61521)
H (-0.88152, 5.20554, -0.33888)
C (-6.06660, -9.28774, -4.57855)
C (-4.02368, -8.01961, 0.17887)
H (-7.74182, -11.28401, 1.23240)
C (2.16924, -2.99702, 1.06787)
C (-2.70822, -4.55225, -4.70694)
H (-7.97027, -9.60911, -5.56192)
C (-1.80759, -3.81038, -3.93527)
C (1.04138, 4.44446, 0.31370)
H (-0.40264, -7.61591, 3.50939)
H (1.88268, -3.57757, 1.95304)
O (-0.17786, -0.44523, 0.64416)
H (-8.92347, -7.45842, -4.73398)
C (3.86991, -1.32976, 0.26330)
H (3.23380, -3.01396, -1.75507)
C (-0.75338, 3.02406, -0.50146)
C (2.79280, -1.81751, 1.18777)
H (-5.63033, -10.21669, -4.94563)
H (3.24644, 0.72183, 0.06680)
C (1.74472, -3.61593, -0.23375)
C (-5.45904, -9.11213, 3.49374)
C (-7.10533, -10.67114, 1.86964)
C (-3.60857, -6.82857, 2.67832)
C (-5.29998, -8.43178, -3.77736)
H (-0.84103, -5.85855, 5.23657)
C (3.43145, -0.13291, -0.59246)
H (-1.64503, 2.87488, -1.11424)
H (-2.67398, 0.51533, 1.83061)
C (-5.88715, -7.31264, -3.16447)
H (-3.60371, -0.88018, 2.48792)
C (-7.20708, -6.96906, -3.52336)
C (1.74896, 3.31687, 0.74122)
H (-3.11451, -4.83084, 5.40193)
C (-0.65104, 0.45296, -0.13768)
H (1.80192, 0.57126, -1.79136)
H (-2.63828, -4.54685, -5.79430)
C (-3.78214, -5.34041, -2.69308)
C (-0.09194, 1.86627, -0.04260)
H (0.91047, 0.31962, 1.40527)
C (2.15397, -2.92291, -1.58768)
H (2.19495, -4.62228, -0.29924)
H (-1.80284, -0.90827, 2.65361)
H (4.72142, -0.98635, 0.87136)
H (-4.79817, -8.52225, 4.13217)
H (-4.43652, -5.85805, -4.69393)
H (-1.01488, -3.23049, -4.41621)
O (1.55914, 1.09144, 1.56306)
H (-3.49292, -8.92024, 0.51420)
C (-7.37948, -8.95324, -4.91748)
C (-6.02898, -10.29088, 3.99249)
H (2.78269, 3.35967, 1.12368)
C (-1.92248, -3.80159, -2.53642)
C (1.08921, 2.06145, 0.74372)
H (-7.65604, -6.07117, -3.09360)
P (-4.94091, -7.13105, 1.43908)
H (2.58651, -1.16160, 2.04686)
H (-2.14464, -8.21368, 1.87269)
H (1.51180, 5.42995, 0.40542)
P (-5.06001, -6.32393, -1.79709)
H (-6.70633, -9.21878, 0.32229)
H (-4.88000, -5.42968, 3.74992)
C (-6.52967, -9.50214, 1.36262)
C (-2.64953, -0.56506, 2.03665)
H (-3.42220, -8.25324, -1.85733)
C (-3.88958, -5.89120, 3.69605)
C (-0.27524, 4.30665, -0.16872)
C (2.25024, -0.36185, -1.44112)
H (-4.24378, -8.65229, -3.62450)
C (-5.70883, -8.69624, 2.17920)
C (-7.92537, -7.76296, -4.42215)
C (-6.87384, -11.06393, 3.19364)
H (0.91978, -1.45301, -2.60979)
C (1.76905, -1.51776, -1.91473)
H (-1.27254, -3.15726, -1.93511)
H (4.27660, 0.18103, -1.21424)
O (-1.56622, 0.15242, -0.96605)
H (-2.97562, -4.60021, -0.81380)
H (-5.80558, -10.59901, 5.01386)
C (-1.62403, -6.14452, 4.52913)
H (1.66874, -3.51197, -2.38518)
Sn (-2.74976, -1.62687, 0.12778)

[4]
Density functional theory data (ωB97M-V/def2-TZVPD) for C3H8O2P as an isolated structure in a non-equilibrium geometry.

Summary:
E in eV: -16622.86285
HOMO in eV: -3.15
Spin multiplicity: 1
Total charge: -1

Element x y z (Å)
H (0.29383, -1.07346, 2.44673)
O (-1.88195, 0.08365, -1.30272)
C (-0.22392, -0.51861, 1.60606)
C (0.48134, 1.49623, -0.72102)
H (-0.26063, 0.64869, 1.65654)
P (-0.37498, -0.05281, -1.12306)
O (0.67860, -0.83490, -2.99074)
H (-0.44238, -2.05106, 0.17662)
H (1.11114, -1.30045, 0.04276)
H (0.07140, 1.78429, 0.19412)
H (-1.30306, -0.61663, 1.90388)
H (1.50656, 1.34850, -0.66967)
H (0.28487, 2.23971, -1.52211)
C (0.05917, -1.15314, 0.30261)

[5]
Density functional theory data (ωB97M-V/def2-TZVPD) for C10H6F6NO7S2 as an isolated structure in a non-equilibrium geometry.

Summary:
E in eV: -64260.99629
HOMO in eV: -6.79
Spin multiplicity: 1
Total charge: -1

Element x y z (Å)
C (0.33503, 0.72807, -1.00792)
H (0.68214, -0.37716, -0.90306)
H (-4.04552, 3.87721, -2.72464)
H (-2.79675, 3.66362, -1.37942)
C (-0.75286, 3.91613, -3.04435)
O (1.42529, -1.59542, 3.91393)
F (-0.03444, -6.25025, 1.50672)
C (3.38399, -3.30223, 3.75883)
F (-2.10467, -5.61384, 1.65358)
F (4.34645, -2.39292, 4.03814)
O (-0.81291, 6.13402, -4.32191)
F (-0.92511, -5.91323, 3.45105)
C (-0.87406, -5.42717, 2.18500)
S (-0.33019, -3.68548, 2.13287)
C (-0.23671, 5.37714, -3.48581)
O (2.25820, 4.57420, -0.89580)
S (1.92006, -2.56746, 2.95222)
C (0.15737, 2.00312, -1.33323)
H (-1.73918, 1.92649, -3.59018)
F (3.07556, -3.90778, 4.93359)
O (-1.31990, -2.97098, 2.92276)
F (3.96936, -4.25769, 2.99305)
C (-3.18372, 3.17732, -2.36368)
O (0.99825, 5.55448, -2.75920)
C (0.19518, 3.44449, -2.06582)
O (-0.31982, -3.34917, 0.71621)
N (1.08524, -3.90841, 2.81315)
O (2.43396, -1.99652, 1.71614)
H (-2.45393, 3.39820, -4.50354)
C (1.33553, 4.53758, -1.76456)
H (-3.65052, 2.16417, -2.05084)
C (-2.02131, 3.03949, -3.49328)